1.
Molecular formula: C5H17N3O
Method: DFT, ωB97M-V with the def2-TZVPD basis set

Calculated values
**Energy above the lowest of the compared OMol25 structures with the same formula, charge and spin**: 255.4 kJ/mol
**Energy**: -440.122003 Eh
**Strongest force on any atom**: 0.07334 hartree/bohr
**Structure (SMILES)**: C[C@H](N)CO.CNNC
**Orbital gap**: 9.58 eV

Each line ends with the Löwdin charge.
Positions of all 26 atoms, in Å:
C  1.35  -0.93  1.36  -0.423
C  -0.17  -1.13  1.50  -0.250
C  1.98  -0.61  2.72  -0.070
N  1.59  0.13  0.37  0.019
O  -0.84  0.08  1.76  -0.096
H  -1.11  0.44  0.89  0.027
H  1.78  -1.85  0.96  0.135
H  2.58  0.24  0.21  0.084
H  1.24  1.00  0.76  0.087
H  -0.36  -1.80  2.34  0.117
H  -0.56  -1.59  0.59  0.110
H  1.88  -1.45  3.40  0.074
H  1.48  0.25  3.16  0.078
H  3.04  -0.38  2.61  0.070
C  -2.63  -0.06  -1.33  -0.122
C  -0.02  1.20  -2.80  -0.118
N  -1.48  0.75  -0.89  -0.167
N  -0.42  0.27  -1.75  -0.197
H  -1.64  1.75  -1.04  0.109
H  0.39  0.05  -1.14  0.056
H  -3.20  -0.37  -0.45  0.061
H  -3.28  0.46  -2.05  0.051
H  0.24  2.19  -2.41  0.071
H  -0.85  1.32  -3.49  0.075
H  0.84  0.79  -3.32  0.077
H  -1.81  -0.75  -1.96  0.141

---

2.
Molecular formula: C3H16O5S2
Method: DFT, ωB97M-V with the def2-TZVPD basis set

Calculated values
**Energy above the lowest of the compared OMol25 structures with the same formula, charge and spin**: 75.3 kJ/mol
**Energy**: -1296.415676 Eh
**Strongest force on any atom**: 0.12683 hartree/bohr
**Structure (SMILES)**: OCCCSS.O.O.O.O
**Orbital gap**: 9.60 eV

Each line ends with the Löwdin charge.
Positions of all 26 atoms, in Å:
C  -0.05  0.37  1.08  -0.266
C  -0.24  1.93  1.04  -0.253
O  0.48  2.61  2.07  -0.132
C  -1.34  -0.35  1.28  -0.554
S  -1.11  -2.14  1.29  0.441
S  0.14  -2.67  -0.15  0.326
H  0.70  0.06  1.84  0.127
H  0.27  0.20  0.03  0.091
H  0.03  2.41  0.11  0.105
H  -1.35  2.16  1.03  0.129
H  0.22  2.23  3.03  0.170
H  -2.05  -0.18  0.56  0.022
H  -1.77  -0.14  2.19  0.050
H  1.34  -2.64  0.33  -0.216
H  2.08  1.62  0.93  -0.020
H  2.71  2.93  0.92  0.070
O  2.88  2.02  0.62  -0.046
H  2.66  1.14  -1.28  0.006
H  2.46  2.59  -1.56  0.003
O  2.34  1.75  -1.92  -0.025
H  -2.09  0.47  -2.40  0.060
H  -2.58  -0.80  -1.73  0.013
O  -2.87  0.11  -1.84  -0.097
H  0.58  0.66  -3.10  -0.069
H  0.09  -0.76  -3.60  0.057
O  -0.08  0.17  -3.42  0.007

---

3.
Molecular formula: C15H14ClN4O6STl
Method: DFT, ωB97M-V with the def2-TZVPD basis set

Calculated values
**Energy**: -2280.930441 Eh
**Strongest force on any atom**: 0.12691 hartree/bohr
**Orbital gap (alpha / beta)**: 5.51 / 5.51 eV

Each line ends with the Löwdin charge.
Positions of all 42 atoms, in Å:
Tl  3.07  -0.51  0.69  0.780
O  -2.40  3.10  -0.10  -0.037
C  -2.28  2.62  -1.28  -0.311
C  -2.23  3.41  -2.49  0.004
C  -1.44  2.97  -3.56  -0.032
C  -0.91  1.65  -3.51  -0.058
C  -1.18  0.75  -2.50  -0.006
C  -1.89  1.20  -1.33  -0.060
C  -1.79  0.48  -0.06  -0.033
N  -1.41  -0.75  -0.07  0.069
N  -0.71  -1.27  0.88  0.175
C  0.00  -2.40  0.42  -0.425
O  0.77  -2.45  -0.55  0.028
C  -0.13  -3.56  1.32  -0.170
C  -0.05  -4.86  0.86  -0.025
C  -0.22  -5.95  1.73  -0.028
C  -0.21  -5.70  3.17  -0.052
C  -0.24  -4.39  3.55  -0.124
C  -0.22  -3.31  2.70  -0.033
H  -2.83  4.36  -2.52  0.133
H  -1.11  3.64  -4.36  0.122
H  -0.36  1.33  -4.34  0.094
H  -0.93  -0.27  -2.61  0.105
H  -2.25  0.92  0.84  0.145
H  0.16  -5.14  -0.17  0.123
H  -0.28  -6.92  1.29  0.091
H  -0.16  -6.48  3.92  0.104
H  -0.23  -4.05  4.61  0.125
H  -0.03  -2.29  3.09  0.123
N  -0.27  3.00  1.65  0.084
C  1.08  2.93  1.35  -0.777
N  1.48  3.83  0.46  0.136
S  2.07  1.65  2.15  0.390
H  -0.93  3.06  0.84  0.059
H  -0.55  2.26  2.25  0.053
H  0.77  4.45  0.04  0.145
H  2.38  3.74  0.03  0.049
O  4.44  1.22  -1.30  -0.439
Cl  3.10  1.83  -1.75  0.766
O  3.16  3.30  -1.58  -0.353
O  2.72  1.33  -3.03  -0.308
O  2.05  1.24  -0.75  -0.634

---

4.
Molecular formula: C20H57N5O6
Method: DFT, ωB97M-V with the def2-TZVPD basis set

Calculated values
**Energy above the lowest of the compared OMol25 structures with the same formula, charge and spin**: 214.2 kJ/mol
**Energy**: -1521.274712 Eh
**Strongest force on any atom**: 0.06742 hartree/bohr
**Structure (SMILES)**: COC[C@H](C)N.COC[C@H](C)N.COC[C@H](C)N.COC[C@H](C)N.COC[C@H](C)N.O
**Orbital gap**: 9.16 eV

Each line ends with the Löwdin charge.
Positions of all 88 atoms, in Å:
C  4.10  1.88  2.37  -0.046
C  2.73  1.12  2.09  -0.429
C  2.83  -0.32  2.62  -0.138
O  3.91  -1.05  1.95  -0.186
C  3.62  -1.50  0.67  -0.121
N  1.66  1.88  2.65  0.029
H  4.34  2.83  1.90  0.072
H  4.90  1.20  2.07  0.064
H  4.26  1.93  3.44  0.072
H  2.63  1.14  1.01  0.125
H  1.87  -0.81  2.42  0.104
H  3.03  -0.39  3.69  0.131
H  4.52  -1.83  0.15  0.093
H  3.16  -0.79  -0.02  0.071
H  2.93  -2.34  0.74  0.068
H  1.70  2.80  2.24  0.081
H  1.80  2.07  3.63  0.087
C  4.06  -2.49  -4.93  -0.044
C  3.86  -2.92  -3.41  -0.459
C  2.56  -2.57  -2.78  -0.186
O  2.35  -1.13  -2.85  -0.181
C  1.15  -0.82  -2.18  -0.122
N  4.13  -4.32  -3.36  0.027
H  5.04  -2.65  -5.38  0.068
H  3.84  -1.43  -5.02  0.064
H  3.30  -3.00  -5.52  0.073
H  4.65  -2.37  -2.89  0.125
H  2.63  -2.84  -1.72  0.114
H  1.80  -3.08  -3.37  0.134
H  0.97  0.23  -2.42  0.065
H  1.24  -0.88  -1.09  0.053
H  0.35  -1.45  -2.57  0.091
H  4.12  -4.62  -2.40  0.072
H  4.97  -4.53  -3.89  0.072
C  -4.29  0.00  -2.64  -0.074
C  -2.91  0.08  -1.97  -0.401
C  -2.34  1.53  -2.19  -0.144
O  -0.99  1.48  -1.66  -0.252
C  -0.19  2.43  -2.29  -0.142
N  -3.03  -0.23  -0.53  0.083
H  -5.00  0.72  -2.24  0.073
H  -4.86  -0.93  -2.55  0.075
H  -4.29  0.13  -3.72  0.072
H  -2.23  -0.60  -2.48  0.128
H  -3.03  2.17  -1.66  0.123
H  -2.34  1.76  -3.26  0.123
H  -0.59  3.41  -2.02  0.078
H  -0.20  2.32  -3.38  0.096
H  0.85  2.46  -1.98  0.096
H  -2.11  0.06  -0.23  0.020
H  -3.64  0.51  -0.21  0.067
C  -1.19  4.14  0.68  -0.055
C  -1.92  3.92  2.01  -0.436
C  -3.14  4.81  2.15  -0.195
O  -2.69  6.16  2.31  -0.199
C  -3.73  7.10  2.48  -0.101
N  -2.21  2.50  2.20  0.050
H  -0.26  3.58  0.58  0.060
H  -0.86  5.18  0.66  0.080
H  -1.78  3.94  -0.21  0.065
H  -1.20  4.25  2.77  0.131
H  -3.66  4.41  3.03  0.119
H  -3.82  4.72  1.30  0.127
H  -4.26  6.78  3.38  0.084
H  -4.42  7.05  1.64  0.082
H  -3.29  8.10  2.54  0.090
H  -2.44  2.41  3.18  0.066
H  -1.52  1.77  2.15  0.043
C  0.47  -3.95  2.28  -0.087
C  -0.53  -3.86  1.13  -0.374
C  -1.93  -3.47  1.73  -0.199
O  -2.92  -3.85  0.81  -0.204
C  -3.33  -5.23  0.73  -0.080
N  0.00  -2.75  0.27  0.055
H  0.53  -3.05  2.89  0.071
H  1.47  -4.05  1.86  0.066
H  0.28  -4.78  2.97  0.076
H  -0.54  -4.84  0.65  0.125
H  -2.00  -2.39  1.78  0.119
H  -2.09  -3.80  2.75  0.115
H  -4.17  -5.44  0.05  0.085
H  -3.48  -5.68  1.71  0.081
H  -2.47  -5.77  0.33  0.066
H  -0.70  -2.49  -0.40  0.063
H  0.16  -1.96  0.89  0.030
O  -0.21  0.45  0.80  -0.061
H  0.44  1.05  1.16  -0.016
H  -0.40  0.80  -0.07  -0.006